[1]
Here is one molecule with the formula C5H4O3 from OMol25. Energies are from the ωB97M-V functional and the def2-TZVPD basis.

Last column: natural (NBO) charge in e.
Element x y z (Å)
C1 0.29991 1.16617 0.56865  -0.315
C2 1.54757 0.96011 0.10400  0.142
C3 -1.89393 -0.36638 -0.13474  0.412
C4 0.58799 -0.92744 -0.50103  0.347
C5 -0.48573 -0.14688 0.25868  0.043
O1 -2.68528 0.51317 -0.38907  -0.498
O2 1.69354 -0.15983 -0.66583  -0.458
O3 0.16696 -1.31168 0.75361  -0.467
H1 -0.28283 1.91276 1.04915  0.249
H2 2.52636 1.57067 0.17136  0.224
H3 -1.95554 -1.48310 -0.00344  0.125
H4 0.48097 -1.72756 -1.21134  0.194

Results
* HOMO energy: -9.9 eV
* net charge: 0
* relative energy (zero: lowest compared OMol25 entry of this formula, charge and spin): 3.289 eV
* maximum force: 3.04 eV/A
* SMILES string: O=C[C@]12C=CO[C@H]1O2
* DFT total energy: -11389.080 eV



[2]
Here is C4H6OS2 as an isolated structure from OMol25. Energies are from the ωB97M-V functional and the def2-TZVPD basis.

Last column: natural (NBO) charge in e.
Element x y z (Å)
C1 0.80734 -0.49572 -0.72433  -0.395
C2 0.46107 0.95519 -0.56871  -0.428
C3 -0.90937 0.71847 0.00351  -0.030
C4 -0.66924 -0.68240 -0.32752  -0.032
H1 1.31007 -0.74370 1.54109  0.150
H2 1.24039 -0.72486 -1.67318  0.251
H3 1.09536 1.43555 0.05223  0.231
H4 0.49419 1.51922 -1.50494  0.229
H5 -1.89097 1.20539 -0.37728  0.208
H6 -1.56148 -0.31860 1.68375  0.493
O1 -0.83969 0.54804 1.45708  -0.712
S1 1.95325 -1.36521 0.48319  -0.028
S2 -1.49092 -2.05137 -0.04489  0.063

Results
* HOMO energy: -9.1 eV
* net charge: 0
* relative energy (zero: lowest compared OMol25 entry of this formula, charge and spin): 3.201 eV
* maximum force: 4.87 eV/A
* DFT total energy: -27960.078 eV



[3]
Here is Li4O16S4 as an isolated structure from OMol25. Energies are from the ωB97M-V functional and the def2-TZVPD basis.

Last column: natural (NBO) charge in e.
Element x y z (Å)
Li1 -0.24540 1.59454 -1.97164  0.928
Li2 0.51413 -2.97081 -1.29324  0.947
Li3 -0.35404 -0.46940 0.01973  0.862
Li4 -2.53454 -0.40679 1.95499  0.951
S1 1.90706 -0.53314 -2.17773  2.601
O1 2.16765 -1.40942 -3.37129  -1.144
O2 3.09597 -0.41059 -1.36650  -1.016
O3 1.36375 0.79064 -2.62894  -1.151
O4 0.77707 -1.17605 -1.40088  -1.203
S2 0.00468 -2.48419 1.78212  2.577
O5 -0.46881 -3.27721 2.94338  -1.104
O6 0.30234 -3.34443 0.56769  -1.204
O7 -1.14438 -1.59172 1.31199  -1.207
O8 1.18065 -1.71255 2.09717  -0.981
S3 -2.57955 1.27200 -0.60548  2.588
O9 -2.03497 2.61343 -0.93018  -1.087
O10 -1.61972 0.30831 -1.23081  -1.145
O11 -2.54971 1.04409 0.86901  -1.161
O12 -3.93998 1.11178 -1.17637  -1.102
S4 1.23519 2.20998 1.32587  2.571
O13 0.25037 3.33504 1.40100  -1.127
O14 2.50587 2.71365 0.72826  -1.122
O15 1.48791 1.68658 2.70260  -1.120
O16 0.67847 1.10627 0.44929  -1.152

Results
* HOMO energy: 5.2 eV
* net charge: -4
* relative energy (zero: lowest compared OMol25 entry of this formula, charge and spin): 0.248 eV
* maximum force: 1.73 eV/A
* DFT total energy: -76923.577 eV



Q: The lowest relative energy (zero: lowest compared OMol25 entry of this formula, charge and spin) belongs to which entry?
A: Li4O16S4